(1)
C43H38N4O3PPtS | ωB97M-V/def2-TZVPD

```
91
Properties=species:S:1:pos:R:3:forces:R:3
Pt 0.6111 -0.4525 -0.7104 0.2 -0.3 -1.4
S -2.9084 -2.9243 0.5708 0.0 0.0 0.0
P 0.6238 -0.9927 3.1897 0.0 0.1 -0.1
O -2.2741 2.6074 -2.1355 0.1 0.3 0.0
O -1.9366 1.7038 2.3195 0.0 0.2 -0.1
O 0.1549 -0.6683 1.8091 -0.1 0.0 0.2
N -1.7573 2.0428 0.0554 0.0 -0.1 0.3
N -3.8350 2.6380 -0.4306 -0.1 -0.1 0.0
N -1.4597 -1.3302 -0.8540 0.2 0.4 0.9
N 2.6075 -0.3634 -1.2758 -0.5 0.2 0.2
C -0.3645 3.9381 -0.1370 0.1 0.2 -0.3
C -3.3402 5.5048 3.4718 0.0 0.0 0.0
C -1.4046 -2.3769 -0.0706 -0.2 -0.2 0.1
C 4.1198 2.8775 -0.3934 0.0 0.0 0.0
C 4.7141 0.1786 -0.1751 0.0 0.0 -0.2
C 1.5560 3.6796 -1.4916 -0.1 0.0 0.0
C -0.0178 -2.5591 3.7988 0.0 0.0 0.0
C 3.5237 0.5946 -0.7442 -0.1 0.3 -0.1
C 1.7723 2.3933 -1.0555 0.6 0.1 0.4
C 5.6296 1.1248 0.2574 0.0 0.1 0.0
C -5.0115 1.8997 1.6352 0.0 -0.1 0.0
C -0.3583 2.4539 0.0742 -0.5 0.4 -0.1
C 0.4676 4.4920 -1.0290 -0.1 -0.3 0.2
C -7.2618 0.7392 2.7938 0.0 0.0 0.0
C 2.4171 -1.1304 3.2807 0.0 0.0 0.0
C -5.0916 -1.5628 -0.5780 0.0 0.1 0.0
C -0.0651 -4.3987 0.5700 0.0 0.0 -0.1
C -3.2122 -0.0933 -2.0816 0.0 -0.3 -0.1
C 0.6539 1.6286 -0.6037 -0.4 -0.7 0.0
C -2.4357 2.0192 1.2696 0.0 -0.1 0.0
C -3.7243 -1.7196 -0.3757 0.0 0.0 0.1
C -2.6152 2.4656 -0.9884 0.1 0.1 0.0
C -4.5668 0.0456 -2.3047 0.0 0.0 0.0
C -4.8698 0.8468 2.5277 0.0 0.0 0.0
C -3.4226 4.2295 2.9387 -0.1 0.0 0.0
C 0.1282 0.2597 4.3813 0.0 -0.1 0.0
C -3.8251 2.6181 1.0196 0.0 0.1 0.1
C -3.7455 4.0497 1.5960 0.1 0.0 0.0
C -0.1630 -3.1242 0.0298 0.0 0.0 -0.1
C -5.5036 -0.6699 -1.5498 0.1 0.0 0.1
C -2.7851 -0.9661 -1.0823 0.0 0.2 -0.4
C -7.4056 1.7909 1.8974 0.0 0.0 0.0
C 0.8817 -2.4984 -0.6667 0.2 0.0 0.4
C 2.0994 -4.5920 -0.4234 0.0 0.0 -0.1
C -5.9963 0.2716 3.1051 0.0 0.0 0.0
C 1.0968 -5.1282 0.3701 0.0 0.0 0.0
C -3.5878 6.6154 2.6748 0.0 0.0 0.0
C 3.1779 1.9447 -0.8294 -0.2 -0.4 -0.1
C -6.2858 2.3707 1.3283 0.0 0.0 0.0
C 1.9954 -3.2966 -0.9271 -0.1 0.0 0.1
C 5.3410 2.4761 0.1235 0.0 -0.1 0.0
C -3.9971 5.1615 0.8020 0.0 0.0 0.0
C -3.9222 6.4402 1.3422 0.0 0.0 0.0
H 2.3021 4.1216 -2.1437 0.0 0.1 0.1
H -0.8975 -4.8361 1.1099 0.0 0.0 0.0
H 3.8705 3.9307 -0.4080 0.0 0.0 0.0
H -4.6269 2.9073 -0.9875 0.0 -0.1 0.0
H -4.2507 5.0485 -0.2436 0.0 0.0 0.0
H 2.8040 -2.9674 -1.5754 0.1 0.0 0.0
H 0.6438 1.1930 4.1549 0.0 0.0 0.0
H 2.9674 -5.1910 -0.6685 0.0 0.0 0.0
H -3.2354 3.3673 3.5651 0.0 0.0 0.0
H -1.1047 4.5141 0.4077 0.0 0.0 0.0
H 0.2771 -2.7369 4.8331 0.0 0.0 0.0
H -0.9423 0.4280 4.2632 0.0 0.0 0.0
H 0.3463 -0.0393 5.4068 0.0 0.0 0.0
H -3.5223 7.6109 3.0929 0.0 0.0 0.0
H 6.0498 3.2191 0.4619 0.0 0.0 0.0
H -3.0816 5.6318 4.5148 0.0 0.0 0.0
H 2.4160 -0.2012 -2.2621 0.3 -0.1 -0.1
H 2.8614 -0.2021 2.9190 0.0 0.0 0.0
H 0.3632 -3.3630 3.1684 0.0 0.0 0.0
H -6.5598 -0.5490 -1.7491 0.0 0.0 0.0
H -5.8082 -2.1500 -0.0201 0.0 0.0 0.0
H -1.1064 -2.5424 3.7320 0.0 0.0 0.0
H -8.1348 0.2928 3.2506 0.0 0.0 0.0
H -3.8865 0.4823 2.7887 0.0 0.0 0.0
H 2.7297 -1.9498 2.6309 0.0 0.0 0.0
H -0.0690 2.2590 1.1346 0.2 0.0 0.0
H -2.4823 0.4123 -2.6959 0.0 0.0 0.0
H -4.1228 7.2977 0.7136 0.0 0.0 0.0
H 6.5696 0.8080 0.6876 0.0 0.0 0.0
H 4.9345 -0.8797 -0.0983 0.0 0.0 0.0
H -8.3893 2.1715 1.6570 0.0 0.0 0.0
H 0.4137 5.5380 -1.2947 0.0 0.0 0.0
H -6.4070 3.2150 0.6581 0.0 0.0 0.0
H -4.9103 0.7032 -3.0927 0.0 0.0 0.0
H 2.7605 -1.3247 4.2971 0.0 0.0 0.0
H 2.9483 -1.3070 -1.1522 0.2 0.0 0.0
H -5.8779 -0.5473 3.8026 0.0 0.0 0.0
H 1.2022 -6.1188 0.7906 0.0 0.0 0.0
```
Positions in Å, forces in eV/Å.

net charge: +1

=====

(2)
C43H38N5OPSTi | ωB97M-V/def2-TZVPD

```
90
Properties=species:S:1:pos:R:3:forces:R:3
Ti 0.4185 0.0167 0.0036 -2.1 0.0 -1.2
S 3.9491 -0.9247 2.5578 -0.1 -0.1 0.0
P -0.9764 -1.1476 2.3526 -0.1 -0.1 0.6
O 1.7512 -1.0988 0.5984 1.4 -0.6 0.9
N 1.5273 0.7335 -1.4871 0.1 0.2 -0.5
N 0.7683 1.2425 -2.5767 0.4 -0.2 0.2
N 2.7124 -1.9903 0.4218 -0.4 0.2 0.1
N -0.7789 1.5662 -0.8607 -0.1 0.4 -0.4
N -0.7479 -1.1346 -0.7899 0.8 -0.1 -0.3
C -1.9350 2.1309 -0.4770 0.3 -0.1 0.1
C 0.9323 -1.3636 5.1576 0.1 0.0 -0.1
C 2.8386 0.4553 -1.8452 -0.2 0.0 0.0
C 0.9422 -2.4740 4.1389 0.0 0.0 0.0
C 4.5510 -3.9160 -0.0505 0.0 -0.3 -0.2
C -2.0847 0.4983 4.3913 0.0 -0.1 0.0
C -2.4793 2.7835 -2.7103 -0.1 0.1 0.2
C -4.9859 -2.0414 2.4378 0.1 0.1 -0.1
C 3.8405 0.3684 -0.8619 0.0 0.0 0.0
C -1.7459 -3.2333 -1.4981 0.0 0.0 0.0
C 0.2856 -3.4843 2.0428 0.1 -0.1 0.0
C -3.9646 -3.5580 3.9781 0.2 0.0 0.0
C -5.1030 -3.0589 3.3697 -0.1 0.0 0.0
C -0.8739 -2.1219 -1.7047 -0.2 0.1 0.2
C -3.7465 -1.4936 2.1048 -0.1 0.1 -0.1
C -1.8717 -4.2608 -2.4222 0.0 0.1 0.0
C -1.1255 0.3485 3.3856 -0.1 -0.1 -0.1
C 5.5158 -0.1983 -2.5124 -0.1 0.0 0.0
C -3.6685 -0.3770 1.0993 0.0 0.0 0.1
C 3.4546 -3.7824 -0.9182 0.0 0.0 0.0
C 3.2271 0.2482 -3.1821 0.2 0.0 -0.1
C -0.5064 1.4909 2.8133 0.3 0.2 -0.1
C -1.0125 2.7478 3.2190 0.0 0.0 0.1
C 0.5640 1.3865 1.8202 -0.5 -0.4 0.6
C 3.7618 -2.0237 1.2947 0.4 -0.4 0.0
C -2.5939 -1.9807 2.7410 0.2 0.2 -0.1
C 1.8571 -4.6196 3.4467 0.0 0.0 0.0
C 1.7718 -3.5755 4.3541 0.0 0.0 0.0
C 5.1433 0.0312 -1.1887 0.0 0.0 0.0
C 4.6921 -3.0764 1.0052 -0.1 0.5 0.4
C -2.5053 1.7440 4.8248 0.1 0.0 -0.1
C -1.9791 2.8754 4.1959 0.0 0.0 0.0
C -1.3059 2.2696 -3.1428 0.1 -0.1 0.2
C -0.3071 -3.1719 -3.8574 0.0 0.0 0.1
C -0.1658 -2.1413 -2.9432 0.0 0.1 0.0
C 1.1101 -4.5743 2.2769 0.0 0.1 0.0
C 4.5407 -0.0759 -3.4979 -0.1 0.0 0.1
C -2.7212 -3.0197 3.6566 -0.1 -0.2 0.1
C 0.1732 -2.4404 2.9690 0.0 0.1 0.0
C 2.5522 -2.8035 -0.6422 0.0 -0.3 -0.2
C -2.8182 2.7455 -1.3206 0.0 0.1 -0.3
C -1.1540 -4.2567 -3.6189 0.0 0.2 0.1
C -0.3971 1.6623 -2.1911 -0.1 0.2 0.0
H 1.5516 -1.6356 6.0147 0.0 0.0 0.0
H 6.5372 -0.4564 -2.7666 0.0 0.0 0.0
H -4.0331 -4.3675 4.6954 0.0 0.0 0.0
H -2.1440 2.0736 0.5856 0.0 -0.1 0.0
H -3.1635 3.2388 -3.4209 0.0 0.0 0.0
H -1.8353 -3.4212 4.1347 0.0 0.0 0.0
H 1.1863 -5.3643 1.5384 0.0 0.0 0.0
H -4.5633 -0.3483 0.4752 0.0 0.0 0.0
H 1.3345 -0.4425 4.7277 0.0 0.0 0.0
H -2.3163 -3.2528 -0.5728 0.0 0.0 0.0
H -2.7933 -0.4781 0.4473 0.0 0.0 0.0
H -5.8733 -1.6570 1.9454 0.0 0.0 0.0
H 3.5788 0.5605 0.1716 0.0 0.0 0.0
H 5.2869 -4.6948 -0.2186 0.0 0.0 0.0
H 3.3051 -4.4109 -1.7826 0.0 0.0 0.0
H 5.8779 -0.0426 -0.3918 0.0 0.0 0.0
H 0.9037 2.3588 1.4730 0.1 0.1 -0.1
H -3.2502 1.8342 5.6064 0.0 0.0 0.0
H -6.0794 -3.4601 3.6173 0.0 0.0 0.0
H 5.5308 -3.1572 1.6814 0.0 0.0 0.0
H 2.3823 -3.5946 5.2510 0.0 0.0 0.0
H 2.4725 0.3414 -3.9490 0.0 0.0 0.0
H 1.4085 0.7952 2.1984 0.0 0.1 0.0
H -0.6049 3.6329 2.7421 0.0 0.0 0.0
H 0.2533 -3.1261 -4.7873 0.0 0.0 0.0
H -1.2604 -5.0573 -4.3415 0.0 0.0 0.0
H -2.5440 -0.3862 4.8214 0.0 0.0 0.0
H -0.2709 -3.4232 1.1092 0.0 0.0 0.0
H -0.0758 -1.1472 5.5062 -0.1 0.0 0.0
H 0.4682 -1.2882 -3.1650 0.0 0.0 0.0
H -3.7409 3.1617 -0.9394 0.0 0.0 0.0
H 4.8044 -0.2467 -4.5376 0.0 0.0 0.0
H -2.5479 -5.0843 -2.2070 0.0 0.0 0.0
H -2.3312 3.8628 4.4756 0.0 0.0 0.0
H 2.5232 -5.4533 3.6406 0.0 0.0 0.0
H -3.5864 0.5847 1.6161 0.0 0.0 0.0
H -1.0019 2.2947 -4.1815 0.0 0.0 0.0
H 1.6645 -2.6101 -1.2272 0.0 0.0 0.0
```
Positions in Å, forces in eV/Å.

net charge: -2

=====

Computed values of orbital gap (unit: eV) for the preceding records, in sequence: 6.6, 5.0.
Computed values of energy above the lowest of the compared OMol25 structures with the same formula, charge and spin (unit: eV) for the preceding records, in sequence: 3.8404, 0.1727.